{"formula": "C36H37NOP2Sn", "method": "wB97M-V/def2-TZVPD", "elements": ["Sn", "C", "C", "C", "C", "C", "C", "C", "C", "C", "H", "H", "H", "H", "H", "H", "H", "H", "H", "H", "H", "H", "H", "H", "H", "P", "P", "C", "C", "C", "C", "C", "C", "C", "C", "C", "C", "C", "C", "C", "C", "C", "C", "C", "C", "C", "C", "C", "C", "C", "C", "C", "C", "H", "H", "H", "H", "H", "H", "H", "H", "H", "H", "H", "H", "H", "H", "H", "H", "H", "H", "H", "H", "H", "H", "O", "C", "N"], "positions_angstrom": [[-0.284558, 1.355702, -1.213984], [-1.988087, 1.314377, -2.620932], [-1.772853, -0.062537, -2.286503], [-1.072772, -1.044003, -3.186881], [0.305340, -0.593955, -3.677455], [1.008714, 0.401096, -2.783519], [1.004466, 1.809288, -3.054008], [-0.003758, 2.557016, -3.874095], [-1.453394, 1.967473, -3.872860], [1.740298, 0.524863, 2.838022], [-2.808991, 1.852376, -2.116378], [-2.465285, -0.522198, -1.577213], [-1.706644, -1.250333, -4.068350], [-0.971045, -2.023565, -2.683579], [0.951375, -1.486116, -3.753182], [0.213330, -0.189508, -4.698078], [1.837482, -0.026641, -2.205269], [1.947609, 2.338787, -2.870927], [0.313968, 2.707866, -4.928986], [-0.032515, 3.586980, -3.477426], [-2.117047, 2.828660, -4.054147], [-1.554507, 1.246303, -4.705897], [0.928082, 1.248071, 2.710031], [2.579339, 0.946911, 3.402298], [1.389163, -0.374686, 3.353686], [-1.799427, -0.771877, 1.284622], [2.338407, 0.097701, 1.196933], [-0.293426, -1.099338, 0.327576], [1.085521, -0.822214, 0.302459], [-2.695501, -2.321190, 1.398790], [-2.877429, -3.195915, 0.294717], [-3.621384, -4.366532, 0.458601], [-4.192587, -4.669420, 1.701317], [-4.012304, -3.810797, 2.792590], [-3.293549, -2.628952, 2.626769], [-3.010279, 0.495246, 0.805175], [-2.663498, 1.874221, 0.770143], [-3.620110, 2.832029, 0.425574], [-4.960839, 2.475018, 0.259996], [-5.328671, 1.121252, 0.314312], [-4.355781, 0.149637, 0.541418], [3.650806, -1.071103, 1.489514], [3.312793, -2.332479, 2.001327], [4.327082, -3.196480, 2.409944], [5.665056, -2.805819, 2.290504], [5.992096, -1.573974, 1.710094], [4.981458, -0.700823, 1.308694], [2.980673, 1.617635, 0.442095], [2.910054, 2.822492, 1.172157], [3.200152, 4.042260, 0.557676], [3.647289, 4.074576, -0.765520], [3.883159, 2.872509, -1.441000], [3.524021, 1.648708, -0.859094], [-0.504535, -1.965691, -0.325560], [1.628668, -1.438859, -0.445480], [-2.460487, -2.952227, -0.684511], [-3.757214, -5.039498, -0.394807], [-4.788739, -5.574024, 1.822852], [-4.425801, -4.036279, 3.778498], [-3.216546, -1.928040, 3.460585], [-1.640179, 2.166438, 1.038940], [-3.318298, 3.879057, 0.270521], [-5.719313, 3.236192, 0.083383], [-6.366487, 0.820542, 0.136937], [-4.661323, -0.899256, 0.532360], [2.265437, -2.600437, 2.111752], [4.072781, -4.165574, 2.835264], [6.464244, -3.470138, 2.623749], [7.031209, -1.272084, 1.582032], [5.213614, 0.280911, 0.894481], [2.607404, 2.784072, 2.217154], [3.088310, 4.974501, 1.114319], [3.866568, 5.030027, -1.247242], [4.315290, 2.890790, -2.443217], [3.657344, 0.722339, -1.430855], [-1.498812, -0.570029, 5.197842], [-1.394599, -0.457084, 4.024072], [-1.220050, -0.284276, 2.835145]], "forces_ev_per_angstrom": [[0.817, 0.734, 2.567], [-0.626, 0.160, -0.196], [-0.158, 0.617, -0.377], [0.063, -0.572, -0.331], [-0.170, -0.518, -0.488], [0.273, 0.078, -0.406], [0.553, -0.415, -0.149], [-0.610, 0.257, -0.717], [0.121, 0.428, -0.991], [0.323, 0.492, 0.085], [0.345, -0.536, -0.301], [0.194, 0.317, -0.126], [-0.049, -0.009, 0.138], [-0.089, 0.501, 0.052], [-0.189, 0.291, -0.145], [0.155, -0.052, 0.289], [-0.176, 0.486, -0.491], [-0.623, -0.045, 0.203], [-0.023, -0.257, 0.104], [-0.170, -0.411, -0.050], [0.126, -0.399, -0.372], [-0.032, 0.467, 0.081], [0.111, -0.124, 0.298], [-0.262, 0.089, 0.066], [0.056, 0.181, -0.330], [4.132, -0.987, -2.595], [-3.577, -2.147, -1.681], [-4.339, -1.441, 2.111], [4.083, 0.730, 0.990], [-0.565, -0.214, -0.540], [-0.117, -0.010, 0.525], [0.199, 0.337, 0.027], [0.049, 0.079, 0.338], [-0.006, -0.101, -0.353], [0.040, -0.005, -0.074], [-0.695, 1.143, 1.189], [-0.144, -0.542, 0.304], [0.040, 0.192, 0.017], [0.103, -0.479, -0.108], [0.305, 0.324, -0.239], [0.176, -0.209, 0.006], [0.680, -0.062, -0.205], [0.423, 0.139, 0.194], [0.057, 0.246, -0.056], [0.059, 0.205, -0.331], [-0.044, -0.139, 0.111], [0.090, -0.248, 0.318], [0.887, 0.768, 0.219], [-0.087, -0.156, -0.467], [-0.013, -0.075, -0.055], [0.235, -0.251, 0.237], [-0.234, -0.203, 0.235], [-0.008, 0.238, 0.171], [-0.271, 0.529, 0.476], [-0.292, 0.412, 0.548], [-0.072, -0.040, 0.321], [0.002, 0.276, 0.365], [0.204, 0.196, -0.048], [0.009, -0.021, -0.417], [-0.045, -0.314, -0.198], [-0.656, -0.028, -0.213], [-0.132, -0.530, 0.349], [0.219, -0.145, -0.063], [0.418, 0.125, 0.142], [0.155, 0.287, 0.101], [0.121, 0.039, -0.113], [0.078, 0.196, -0.085], [-0.253, 0.164, -0.093], [-0.204, -0.184, 0.077], [0.036, -0.282, 0.102], [-0.013, 0.235, -0.314], [0.011, -0.285, -0.141], [-0.056, -0.324, 0.154], [-0.165, -0.047, 0.266], [-0.065, 0.359, 0.288], [0.199, 0.038, -1.584], [-0.114, 0.215, 0.296], [-0.802, 0.237, 1.083]], "gap_ev": [4.880, 4.803], "total_energy_ev": -65871.393, "e_lumo_ha": [0.018, 0.018]}